(1)
{"formula": "C4H6N2", "method": "ωB97M-V/def2-TZVPD", "symbols": ["C", "C", "C", "C", "N", "N", "H", "H", "H", "H", "H", "H"], "xyz": [[-1.86777, -0.17165, -0.17210], [-0.37535, -0.25025, -0.08541], [0.47008, -1.32386, -0.42306], [1.70332, -0.72974, -0.17478], [1.62888, 0.58998, 0.20803], [0.30348, 0.84516, 0.36724], [-2.30574, 0.43438, 0.62910], [-2.18626, 0.24916, -1.13313], [-2.26511, -1.18597, -0.11056], [2.27288, 1.05943, 0.83247], [2.70567, -1.14600, -0.24728], [-0.00833, 1.80744, 0.36602]], "forces_ev_per_a": [[-0.0549, -0.0428, -0.0020], [-0.1653, 0.1043, 0.0493], [0.1268, 0.4295, 0.1557], [0.1893, -0.0353, -0.0483], [0.0581, -0.2214, 0.1084], [-0.1464, -0.1010, -0.1841], [0.0849, -0.0701, -0.1037], [0.0808, -0.0549, 0.1112], [0.0483, 0.1325, -0.0088], [-0.0438, -0.0539, -0.1298], [-0.1815, 0.0634, 0.0162], [0.0037, -0.1503, 0.0361]], "e_above_lowest_kcal_mol": 76.05, "total_energy_ha": -265.4144, "max_force_ev_per_a": 0.47, "smiles": "CC1=C=CNN1", "spin_multiplicity": 1, "orbital_gap_ev": 8.12, "homo_ev": -7.43}

(2)
{"formula": "C17H17Br6F5O15", "method": "ωB97M-V/def2-TZVPD", "symbols": ["C", "C", "O", "C", "O", "O", "F", "H", "H", "H", "C", "C", "O", "C", "O", "O", "F", "H", "H", "H", "C", "C", "O", "C", "O", "O", "F", "H", "H", "H", "C", "C", "O", "C", "O", "O", "F", "H", "H", "H", "C", "C", "O", "C", "O", "O", "F", "H", "H", "H", "C", "Br", "Br", "Br", "H", "C", "Br", "Br", "Br", "H"], "xyz": [[-1.58027, -3.10235, -4.04039], [-2.35180, -2.54251, -5.19974], [-3.46607, -1.87134, -4.59162], [-3.32150, -1.90929, -3.21732], [-3.97698, -1.44227, -2.31049], [-2.34782, -2.76041, -2.85190], [-2.71570, -3.65935, -5.97274], [-0.63854, -2.67752, -4.07003], [-1.44325, -4.15885, -4.10159], [-1.92850, -1.85921, -5.89062], [2.41667, 0.01788, 6.09990], [2.83597, 0.34157, 4.64188], [4.22115, 0.30298, 4.77423], [4.63457, 0.40413, 6.08404], [5.77410, 0.41850, 6.45113], [3.57875, 0.44028, 6.86159], [2.40168, 1.56847, 4.29065], [2.31331, -1.04348, 6.33153], [1.54818, 0.63267, 6.48768], [2.59172, -0.31585, 3.87776], [1.56581, -1.91025, -1.66850], [2.32400, -0.65208, -1.23000], [3.11441, -0.26530, -2.31984], [3.03251, -1.25808, -3.33288], [3.57266, -1.28035, -4.37818], [2.17935, -2.20644, -2.92140], [3.29044, -0.97009, -0.21274], [0.53113, -1.58049, -1.77552], [1.74234, -2.69613, -0.92229], [1.82666, 0.15985, -0.82177], [-2.64884, 0.01600, 0.27069], [-2.76717, -0.65155, 1.61356], [-1.42876, -0.96877, 1.90557], [-0.65428, -0.84826, 0.81056], [0.50267, -1.17047, 0.81864], [-1.36207, -0.47958, -0.23215], [-3.47465, -1.82563, 1.34769], [-2.54398, 1.08060, 0.30108], [-3.36384, -0.21731, -0.50201], [-3.16700, -0.26805, 2.51664], [-2.41062, 5.51060, -1.05391], [-2.15949, 6.30996, 0.24976], [-1.65262, 5.28275, 1.10219], [-1.83818, 4.03639, 0.49842], [-1.31570, 3.04150, 0.88980], [-2.62967, 4.14003, -0.56418], [-3.36555, 6.73052, 0.70404], [-1.54904, 5.46270, -1.71591], [-3.36715, 5.91016, -1.44059], [-1.51315, 7.19564, 0.21169], [1.47346, -4.59664, 3.98549], [0.56612, -5.81157, 2.71147], [2.11324, -5.57908, 5.46874], [0.37083, -3.21832, 4.56330], [2.28414, -4.14455, 3.44208], [1.00105, 2.19641, -4.28791], [-0.17896, 1.37361, -2.99188], [0.10371, 3.72043, -5.15094], [1.36756, 1.01195, -5.73735], [1.88300, 2.63585, -3.80545]], "forces_ev_per_a": [[-1.1516, 0.1337, 0.6331], [-1.6832, -1.5982, 0.2492], [0.3378, 0.0592, 0.8100], [-0.9508, -1.0399, 2.1790], [0.1651, 0.4357, -2.6618], [1.4682, -0.0069, -1.8482], [-0.5766, 1.1187, 0.3991], [2.0832, 1.1098, 0.7261], [-0.3180, -0.7102, -0.0866], [0.7509, 0.5905, -0.3971], [-0.6023, 0.9925, 0.7288], [0.6478, 0.1534, 2.6693], [1.0749, 0.2738, -0.4015], [1.3945, -0.0719, -0.3769], [-0.9803, 0.1382, -0.6497], [-1.2903, -0.0829, 0.4759], [-0.0514, 0.7790, -0.1302], [-0.3697, 0.0531, -0.4132], [0.9392, -0.8753, -0.7125], [-0.7944, -1.3985, -1.2372], [0.7626, 1.4673, 0.5556], [3.2813, -1.6860, 0.5229], [-0.5249, -0.8601, -1.6750], [-0.6078, 0.4963, 1.5523], [0.5139, 0.5502, -0.0142], [-0.5596, -0.6372, 0.0201], [-1.0275, -0.0969, -0.7491], [-0.1162, -0.7225, -0.2149], [-0.3396, 0.1446, -0.5065], [-1.2972, 1.3475, 0.4023], [0.5700, 0.9041, -0.9687], [0.4576, -2.0084, -1.4146], [-0.2813, 0.1561, 0.6678], [1.0727, -1.5013, 0.4350], [-0.4599, 0.4675, -0.1388], [-0.6887, 0.7021, -0.0687], [0.2981, 0.0459, 0.5901], [0.0475, 0.7052, 0.3788], [-0.4853, -0.5200, 0.3049], [-0.6556, 1.0603, 0.3423], [-1.0561, 0.2403, 0.7660], [0.2113, -1.6152, -0.4417], [0.0496, 0.0566, -0.6300], [0.6112, 0.3831, 0.9220], [-0.4397, 0.2056, 0.1688], [0.3104, 1.2899, -0.6069], [-0.3619, 0.1565, 0.4655], [-0.2422, 0.3210, -0.2531], [0.7841, -0.5326, -0.4355], [0.1396, -0.5766, 0.0141], [-0.0513, -1.0058, -0.9248], [0.2925, 0.5193, 0.3758], [0.4595, -0.3907, 0.3748], [-0.9715, 1.0973, 0.2172], [0.2797, -0.1523, -0.0807], [-0.6860, 0.7930, -0.5076], [0.3324, 0.1340, 0.0327], [0.0266, 0.1237, 0.5295], [0.5259, -0.4414, 0.2279], [-0.2674, -0.6743, -0.1910]], "e_above_lowest_kcal_mol": 0.00, "total_energy_ha": -17730.0258, "max_force_ev_per_a": 3.73, "spin_multiplicity": 1, "orbital_gap_ev": 10.00, "homo_ev": -10.36}

(3)
{"formula": "C10H11NOS", "method": "ωB97M-V/def2-TZVPD", "symbols": ["C", "C", "C", "C", "C", "C", "C", "C", "C", "C", "N", "O", "S", "H", "H", "H", "H", "H", "H", "H", "H", "H", "H", "H"], "xyz": [[2.03079, 1.62569, -1.69322], [2.70866, 0.94429, -0.57617], [0.66179, 1.50535, -1.71734], [1.94241, 0.16489, 0.33327], [-0.07843, 0.71432, -0.79810], [0.55227, 0.06255, 0.27216], [0.37732, -2.37556, 1.84042], [-1.60127, 0.65179, -0.91296], [-2.06339, 0.83373, 0.50010], [-1.64366, -0.42282, 1.16693], [-0.20096, -0.41075, 1.28719], [0.15973, -4.29810, 0.07283], [0.02035, -2.86750, 0.35311], [2.77859, 2.03739, -2.39948], [3.79447, 0.82930, -0.59469], [0.12052, 1.88866, -2.51985], [2.42791, -0.25764, 1.18411], [0.76226, -2.69329, 2.80734], [-2.00419, 1.32461, -1.56791], [-1.87501, -0.38109, -1.26450], [-1.65523, 1.72055, 0.97956], [-3.14995, 1.01756, 0.51137], [-2.02197, -0.46889, 2.18104], [-2.04299, -1.14506, 0.55480]], "forces_ev_per_a": [[2.5975, -1.7789, 2.6402], [-2.2368, -0.8171, -1.2134], [0.2830, -1.2081, 0.9250], [1.2506, 1.5293, -0.7544], [0.1767, 0.6578, -1.3942], [0.5748, 1.5215, -1.8624], [-1.2074, 2.7190, -2.5075], [2.1216, -2.1838, 1.0684], [-1.6219, 1.1417, -0.2779], [0.6796, 1.5359, 2.3864], [0.6074, -3.6404, 2.7464], [0.0782, 0.0411, -0.0402], [0.3643, -0.4744, 1.2373], [-1.3866, 0.1933, 0.0849], [-0.3227, 0.4175, 0.3032], [-0.8931, 0.8565, -1.2363], [0.3795, -0.5306, 0.3546], [-0.2097, 0.3813, -0.2496], [-0.7329, 1.9139, -1.8049], [0.0200, 0.9307, 0.1795], [0.3618, 0.0910, -0.0952], [0.1375, -0.5706, 0.2934], [-0.2438, -0.3624, 0.1535], [-0.7776, -2.3642, -0.9369]], "e_above_lowest_kcal_mol": 127.06, "total_energy_ha": -915.6484, "max_force_ev_per_a": 4.60, "spin_multiplicity": 1, "orbital_gap_ev": [7.36, 7.36], "homo_ev": [-8.02, -8.02]}

(4)
{"formula": "C44H38ClFI2N4OS2", "method": "ωB97M-V/def2-TZVPD", "symbols": ["C", "C", "C", "C", "C", "C", "C", "C", "C", "C", "C", "C", "C", "C", "C", "C", "C", "C", "C", "C", "O", "F", "C", "C", "C", "S", "C", "C", "C", "I", "C", "C", "I", "C", "C", "Cl", "C", "N", "C", "S", "C", "N", "C", "H", "H", "H", "H", "H", "H", "H", "H", "H", "H", "H", "H", "H", "H", "H", "H", "H", "H", "H", "H", "H", "H", "H", "H", "H", "H", "H", "H", "N", "C", "C", "C", "C", "C", "H", "H", "H", "H", "H", "N", "C", "C", "C", "C", "C", "H", "H", "H", "H", "H"], "xyz": [[3.60432, 1.38971, 3.52554], [3.11585, 0.14815, 2.67395], [3.10591, -1.15381, 3.39078], [2.66368, -2.32035, 2.62224], [2.21836, -2.18986, 1.22999], [2.18649, -0.90119, 0.49769], [1.65999, -0.77452, -0.98651], [1.11497, -2.13727, -1.52669], [1.79867, -2.87373, -2.61024], [3.07999, -2.37278, -3.34912], [4.23335, -1.85125, -2.40070], [4.75140, -0.40600, -2.74859], [6.11768, 0.03354, -2.36119], [6.59583, 1.39480, -2.69750], [5.77701, 2.37344, -3.44202], [4.42520, 1.94353, -3.82885], [3.94655, 0.60775, -3.46632], [1.16536, -4.17151, -2.99247], [1.73955, -5.09829, -4.13227], [1.56300, -4.28417, -5.48754], [0.61256, -3.57951, -5.57720], [2.52077, -4.40672, -6.47858], [-0.07078, -4.66545, -2.35152], [-0.76873, -3.89809, -1.28754], [-0.12869, -2.63944, -0.88266], [-0.96142, -1.70384, 0.46203], [-2.71184, -2.07344, 0.12023], [-3.78845, -1.07935, 0.38352], [-3.50580, 0.34032, 0.99662], [-2.58659, 0.18439, 2.98805], [-2.72155, 1.33497, 0.00106], [-2.63592, 0.82253, -1.48446], [-0.75217, 1.94116, 0.77524], [-5.19138, -1.44357, 0.06747], [-5.50753, -2.77114, -0.49615], [-7.18007, -3.27160, -0.89233], [-4.40410, -3.70447, -0.75465], [-4.75683, -5.01649, -1.34900], [-4.55314, -4.85709, -2.56360], [-4.11749, -4.77120, -4.11044], [-2.99280, -3.41206, -0.45343], [-1.99492, -4.43339, -0.71924], [2.66726, 0.27650, 1.27100], [4.12517, 2.16032, 2.90489], [4.30845, 0.96311, 4.30011], [2.69414, 1.79527, 4.06036], [3.40887, -1.27780, 4.45451], [2.62445, -3.32890, 3.11078], [1.88227, -3.13754, 0.72645], [0.75784, -0.08712, -0.91406], [2.38739, -0.26105, -1.66304], [2.75224, -1.64902, -4.13936], [3.50420, -3.26212, -3.90636], [3.94575, -1.91300, -1.30753], [5.13672, -2.52363, -2.50395], [6.83718, -0.60481, -1.79885], [7.62194, 1.74663, -2.40261], [6.16114, 3.40097, -3.67865], [3.73388, 2.61719, -4.40384], [2.90510, 0.34388, -3.80057], [1.18932, -6.08142, -4.15985], [2.83407, -5.25348, -3.92148], [-0.54634, -5.64245, -2.63891], [-4.50996, 0.81465, 1.19147], [-3.30925, 2.29944, -0.02800], [-2.00327, -0.10910, -1.58212], [-3.67641, 0.65038, -1.89661], [-2.15975, 1.57499, -2.18034], [-6.00000, -0.70052, 0.29932], [-1.78996, -4.85372, 0.20037], [2.67770, 1.26602, 0.75518], [-2.44019, 0.81287, 7.66749], [-3.16607, 1.14602, 6.59438], [-3.94156, 2.29147, 6.51242], [-3.97196, 3.14156, 7.60623], [-3.22992, 2.81770, 8.73117], [-2.48409, 1.64965, 8.70988], [-3.11355, 0.44894, 5.76437], [-4.50684, 2.51145, 5.61590], [-4.56729, 4.04702, 7.58243], [-3.22932, 3.45689, 9.60457], [-1.88432, 1.35533, 9.56491], [-2.27114, 5.18031, -1.34041], [-1.80481, 5.34015, -0.09608], [-1.42509, 6.56339, 0.43407], [-1.52967, 7.68702, -0.37024], [-2.00817, 7.54701, -1.66375], [-2.36459, 6.27967, -2.09684], [-1.73850, 4.42988, 0.49215], [-1.05682, 6.63377, 1.44943], [-1.24169, 8.66169, 0.00661], [-2.10321, 8.40158, -2.32101], [-2.74756, 6.12027, -3.09957]], "forces_ev_per_a": [[-0.5403, -1.3356, -0.1986], [-0.2323, -0.9637, -0.2321], [-1.0439, -0.0439, -3.4129], [-0.1050, 1.9837, -0.5967], [0.4450, 1.1868, 0.4778], [1.1644, -0.3920, 2.6311], [-0.9389, -0.1724, 0.9366], [-0.3054, -0.7081, -0.4798], [-2.4066, -1.4206, 1.2871], [-0.3460, -0.9185, 0.3218], [0.7034, 0.6138, -0.1842], [1.1340, 2.4169, -0.3439], [-1.2178, 1.9782, -1.1740], [-1.7068, -0.0929, -0.7164], [-1.1280, -2.5998, 0.7119], [1.3773, -1.1119, 1.1034], [1.2573, 0.0145, 0.2175], [-1.3558, 0.1039, 1.1905], [0.9164, 1.1959, 0.1395], [-0.7297, -0.5409, 1.4540], [0.9763, -0.1430, -1.1997], [-1.0257, -0.0073, 1.2451], [0.4446, 2.0479, 0.9275], [3.2053, 0.6766, -1.8139], [-0.1694, -1.4565, -1.5435], [-0.3287, -0.6487, -0.7508], [-1.3585, -0.9496, -0.8500], [-0.4525, -1.8299, -0.5892], [-0.4336, -0.4028, -1.0297], [-0.9662, -0.3703, -0.3827], [-0.6292, 0.2640, -0.4117], [0.3996, 0.0237, -0.3608], [-0.2470, -0.0325, -0.9387], [1.6774, -1.4333, -0.0704], [2.3565, 0.9605, 0.6288], [1.5734, 0.6499, 0.4233], [-0.0823, 1.1554, 1.0036], [0.6291, 1.9692, -1.7532], [0.7662, -1.0961, -0.6837], [-0.8674, -0.0522, 2.2029], [-2.5880, 2.3082, 0.4726], [0.2697, 1.4199, 0.7821], [-0.1497, -2.2371, 0.8191], [-0.5844, -0.6068, 0.5922], [-0.6887, 0.7764, -0.8029], [1.1360, -0.1059, -0.5948], [-0.2051, 0.3645, -1.0365], [0.0753, 1.1150, -0.6040], [0.4056, 1.1997, 0.4792], [0.9973, -0.6175, -0.1584], [-0.5431, -0.6725, 0.6970], [0.4907, -0.4658, 0.7767], [-0.5212, 1.0559, 0.5159], [0.1858, 0.1675, -1.2351], [-1.0260, 0.6290, 0.0762], [-0.8904, 0.3390, -0.5536], [-1.1526, -0.7242, -0.2110], [-0.4276, -1.2843, 0.2597], [0.8708, -0.7562, 0.7223], [1.2341, 0.3106, 0.4236], [0.6349, 1.1292, -0.1567], [-1.0547, -0.2312, -0.4070], [0.6744, 1.1473, 0.1336], [1.1342, -0.5721, -0.0916], [0.8108, -0.9861, 0.2272], [-0.9132, 0.9062, 0.2030], [1.0986, -0.0348, 0.6124], [-0.5074, -0.5014, 1.0781], [0.8512, -0.9690, -0.3596], [0.0376, -0.0416, -0.5740], [0.0873, -0.8365, 0.6337], [-0.2367, 0.3707, -0.0085], [0.2648, -0.2308, 0.2502], [-0.0066, 0.0391, 0.0407], [-0.0638, 0.0974, 0.0016], [-0.0299, 0.0027, -0.0697], [0.1124, -0.2962, -0.1757], [-0.0964, 0.0735, 0.0841], [0.0385, -0.0426, 0.0033], [0.0219, -0.0365, 0.0015], [0.0199, -0.0375, -0.0147], [-0.0367, 0.0598, 0.0190], [0.0902, 0.3636, 0.1613], [-0.2387, -0.1622, -0.2084], [-0.0182, 0.0788, -0.0979], [0.0461, 0.1051, 0.0455], [0.0224, -0.0148, 0.0715], [-0.0276, -0.3584, 0.0468], [0.0053, 0.2896, -0.0135], [-0.0144, -0.0391, -0.0268], [-0.0122, -0.0359, -0.0188], [-0.0103, -0.0450, -0.0002], [0.0183, 0.0750, 0.0035]], "total_energy_ha": -3945.3368, "max_force_ev_per_a": 3.74, "spin_multiplicity": 1, "orbital_gap_ev": 7.74, "homo_ev": -8.15}